No. 1
Below is a structure of composition C14H42BCaF4O7, with properties calculated with wB97M-V/def2-TZVPD.

Values from the calculation:
Multiplicity   1
ΔE to the lowest compared entry with this formula, charge and spin   267.3 kJ/mol
Frontier orbital gap   6.3 eV
HOMO energy   -0.4191 Eh
Charge   +1

The geometry in XYZ format:
```
69
Properties=species:S:1:pos:R:3:mulliken_charge:R:1
Ca -20.71862 13.00361 14.01573 1.3054
B -22.24743 14.24329 11.83629 0.8286
F -22.18261 15.44621 12.49039 -0.1802
F -22.77120 14.37569 10.56765 -0.1548
F -20.99397 13.63117 11.84896 -0.3776
F -23.00322 13.39323 12.55489 -0.4908
C -26.22917 13.40623 10.97160 -1.0948
C -26.23370 12.00589 11.61271 -0.1620
O -24.91645 11.59596 11.81800 -0.5615
H -25.83437 14.18216 11.62747 0.1611
H -27.26740 13.69784 10.81308 0.4503
H -25.70479 13.42185 10.01615 0.3032
H -26.91290 11.34235 11.07744 0.3807
H -26.65506 12.15949 12.60617 0.1757
H -24.29114 12.32430 11.80762 0.3160
C -23.48841 14.67294 7.23464 -0.8705
C -24.20629 15.91455 7.81680 -0.2956
O -23.68939 16.37580 9.02774 -0.5118
H -22.53278 14.84470 6.73930 0.2992
H -24.16698 14.23001 6.50564 0.4040
H -23.28576 13.87335 7.94718 0.1180
H -25.22630 15.59896 8.03608 0.2386
H -24.27654 16.67666 7.04069 0.3349
H -23.73498 15.63089 9.63160 0.2979
C -19.24020 12.38766 7.53399 -1.4931
C -20.13211 13.34547 8.31616 0.3851
O -20.78600 12.68303 9.32719 -0.2914
H -18.68878 11.65683 8.12553 0.3251
H -18.61504 12.84787 6.76882 0.3856
H -19.87423 11.73146 6.93777 0.3575
H -20.75688 13.81457 7.55609 -0.1130
H -19.49730 14.10628 8.77033 0.2890
H -21.00649 13.41514 9.90772 0.0382
C -19.80844 18.29043 12.40902 -0.9962
C -20.48712 18.00570 13.70495 0.1999
O -19.85683 17.05770 14.43585 -0.6287
H -20.02318 17.49817 11.69187 0.1012
H -18.72874 18.37891 12.52953 0.3270
H -20.19960 19.18378 11.92216 0.3760
H -21.43112 17.52438 13.44942 -0.0703
H -20.71122 18.89097 14.30007 0.3281
H -20.48177 16.37454 14.68948 0.3203
C -26.15221 14.57943 14.99245 -0.9464
C -25.00159 15.45139 15.09869 0.2169
O -24.56771 15.38211 16.46079 -0.5758
H -25.93932 13.54202 15.25041 0.2728
H -26.57206 14.62419 13.98754 0.2250
H -26.93891 14.93098 15.66000 0.3770
H -25.34888 16.45156 14.83957 0.3532
H -24.16289 15.00250 14.56655 -0.2418
H -24.97345 16.13620 16.89475 0.3273
C -21.25812 9.56416 10.85314 -1.2543
C -20.25184 10.20530 11.78515 -0.0074
O -20.84235 10.89406 12.87916 -0.3904
H -22.10491 10.12746 10.46105 0.2959
H -21.54969 8.65979 11.38718 0.4814
H -20.67997 9.29991 9.96770 0.3290
H -19.64806 10.89579 11.19626 -0.0544
H -19.60138 9.43685 12.20287 0.4250
H -21.42026 10.25399 13.30099 0.2499
C -17.60953 13.67124 11.76764 -1.1285
C -17.96027 14.87898 12.68318 -0.1513
O -19.00773 14.56795 13.58509 -0.3123
H -17.19018 12.91808 12.43469 0.3505
H -16.80614 13.98757 11.10236 0.4189
H -18.40036 13.09624 11.28590 0.0603
H -18.42667 15.67242 12.09919 0.0951
H -17.02813 15.13412 13.18727 0.4901
H -18.92801 15.22024 14.28492 0.3400
```


No. 2
Below is a structure of composition C14H42BaNO10, with properties calculated with wB97M-V/def2-TZVPD.

Values from the calculation:
Multiplicity   1
ΔE to the lowest compared entry with this formula, charge and spin   161.1 kJ/mol
Frontier orbital gap   7.3 eV
HOMO energy   -0.4310 Eh
Charge   +1

The geometry in XYZ format:
```
68
Properties=species:S:1:pos:R:3:mulliken_charge:R:1
Ba -0.56673 2.98420 -2.56633 1.7917
N 0.34573 0.18521 -0.28153 1.0365
O 0.43795 -0.19251 0.88346 -0.4942
O 0.07177 -0.61638 -1.21284 -1.1301
O 0.55681 1.41360 -0.55627 -0.6377
C -0.63787 -0.82156 -5.29122 -0.9775
C -1.73952 -0.26505 -4.40613 -0.3315
O -1.24319 0.45789 -3.27165 -0.1945
H -1.13837 -1.30033 -6.13745 0.3926
H 0.00258 -1.52988 -4.77097 0.2403
H -0.04117 -0.04156 -5.77083 0.2472
H -2.38366 -1.08184 -4.07982 0.2132
H -2.35822 0.41760 -4.98805 0.4243
H -0.73360 -0.12862 -2.66358 0.2847
C -1.53809 3.38836 1.89761 -0.3803
C -0.65607 4.26050 1.01368 0.2386
O -1.30398 4.51470 -0.27200 -0.5351
H -0.97335 2.97878 2.73281 -0.1713
H -1.92032 2.54787 1.31417 0.0195
H -2.41893 3.93654 2.24259 0.5325
H 0.29447 3.74377 0.87478 -0.2332
H -0.43956 5.22130 1.48358 0.3795
H -2.12704 4.94966 -0.00716 0.2809
C 0.40224 2.05050 5.23231 -1.1873
C 0.57206 1.07178 4.08671 -0.1104
O 1.21641 1.74839 3.00414 -0.4794
H -0.03605 1.55785 6.09917 0.3774
H -0.23958 2.87865 4.92880 0.2405
H 1.38663 2.44077 5.48854 0.2950
H -0.37207 0.61053 3.78077 0.2226
H 1.21716 0.23687 4.38610 0.3658
H 0.91411 1.38553 2.16332 0.2837
C 2.08237 -4.54104 -3.31646 -1.4196
C 1.32024 -3.55529 -2.46853 0.3743
O 2.10747 -2.39270 -2.27481 -0.5604
H 1.44476 -5.31333 -3.74912 0.3753
H 2.87289 -5.00645 -2.73025 0.3280
H 2.54946 -4.06018 -4.17966 0.3449
H 1.08429 -4.02552 -1.50192 0.0636
H 0.32566 -3.30208 -2.86698 0.1373
H 1.55117 -1.71804 -1.86467 0.3802
C -0.57863 -3.64697 1.44896 -0.6147
C -0.20887 -3.14298 2.83532 -0.3010
O -0.72967 -1.83178 3.06975 -0.4689
H -0.07637 -4.58906 1.22253 0.4197
H -0.33812 -2.95443 0.63617 -0.0891
H -1.66228 -3.77426 1.40421 0.2595
H 0.85762 -3.13569 3.07423 0.2885
H -0.69949 -3.81342 3.54301 0.3224
H -0.45816 -1.28133 2.32461 0.2083
C -3.23099 -0.30556 0.62478 -0.3958
C -3.53013 -0.79479 -0.78135 0.0550
O -4.40060 0.07446 -1.46898 -0.5828
H -2.80195 0.69859 0.55770 -0.1737
H -2.56179 -0.98915 1.14273 0.0251
H -4.14084 -0.19044 1.21714 0.4748
H -3.92111 -1.82150 -0.80783 0.3603
H -2.61537 -0.87681 -1.37700 -0.1619
H -5.31894 -0.00129 -1.20259 0.3126
C 3.82378 1.20006 0.81546 -0.4018
C 4.02719 2.56898 0.15906 -0.1496
O 4.25270 2.43902 -1.24529 -0.5641
H 3.44068 1.32077 1.83124 0.1056
H 4.76444 0.65131 0.87341 0.4238
H 3.10620 0.62833 0.23047 -0.0401
H 4.84169 3.13243 0.61999 0.3806
H 3.09667 3.13186 0.27349 -0.0283
H 5.17344 2.21513 -1.40555 0.3078
```


No. 3
Below is a structure of composition C14H42O11PRb5, with properties calculated with wB97M-V/def2-TZVPD.

Values from the calculation:
Multiplicity   1
ΔE to the lowest compared entry with this formula, charge and spin   0.0 kJ/mol
Frontier orbital gap   7.0 eV
HOMO energy   -0.5034 Eh
Charge   +2

The geometry in XYZ format:
```
73
Properties=species:S:1:pos:R:3:mulliken_charge:R:1
Rb 15.42960 -7.03581 -0.13791 1.1429
Rb 18.35916 -5.70538 1.38645 1.1596
Rb 18.73687 -7.22776 -1.90036 1.2689
Rb 16.84364 -1.62815 0.34402 1.0926
Rb 19.32116 -3.23750 -3.54842 0.8467
P 16.99285 -4.24015 -1.34055 -1.2922
O 16.31836 -4.48179 0.04370 -0.5684
O 16.49908 -2.99255 -2.08346 -0.0037
O 16.75152 -5.54510 -2.12530 -0.7335
O 18.50514 -3.99874 -0.98461 -0.7776
C 21.97914 -1.37490 1.43553 -1.1543
C 21.21951 -2.55733 0.84152 0.0553
O 19.86654 -2.15573 0.53067 -0.3484
H 22.31905 -1.67400 2.42996 0.3214
H 21.30195 -0.54674 1.63800 0.2788
H 22.81332 -1.04771 0.82708 0.3160
H 21.16616 -3.44446 1.48321 0.1691
H 21.68075 -2.85942 -0.10750 0.2066
H 19.42376 -2.90887 0.10343 0.3332
C 17.70146 -0.30682 -4.89111 -0.8951
C 17.16326 -0.10977 -3.50490 0.3572
O 17.90517 -0.87587 -2.53755 -0.4766
H 17.58043 -1.36234 -5.16442 0.0022
H 18.78482 -0.14738 -4.92435 0.2692
H 17.20663 0.31061 -5.63638 0.3891
H 16.15009 -0.52061 -3.47920 -0.1873
H 17.18488 0.93238 -3.18963 0.3507
H 17.39544 -1.68745 -2.36233 0.2685
C 11.96721 -3.04590 1.25201 -1.4111
C 13.35817 -2.91933 0.60093 0.4716
O 13.70738 -4.30318 0.32865 -0.4912
H 11.47160 -2.07203 1.20370 0.3879
H 12.04992 -3.37292 2.28343 0.3088
H 11.35319 -3.70830 0.64592 0.3305
H 14.00795 -2.52779 1.40117 0.1073
H 13.35112 -2.28169 -0.28274 0.0821
H 14.61768 -4.21668 -0.01247 0.1566
C 12.43098 -0.77795 -4.08131 -1.3394
C 13.38780 -1.92492 -3.78319 0.2682
O 14.10737 -1.67169 -2.57155 -0.4555
H 11.58405 -0.84264 -3.40878 0.3387
H 12.18398 -0.78181 -5.14379 0.3833
H 12.95097 0.18015 -3.98459 0.3069
H 14.06418 -2.16263 -4.60643 0.2772
H 12.74434 -2.78656 -3.58223 0.0217
H 14.90060 -2.23392 -2.57650 0.1736
C 15.79275 -4.13204 4.92758 -1.3786
C 15.73122 -4.39053 3.44601 0.2334
O 16.37259 -3.45036 2.58334 -0.3025
H 15.38710 -5.00545 5.43429 0.3568
H 15.29151 -3.21927 5.24691 0.3425
H 16.82717 -4.00057 5.25762 0.3142
H 14.71505 -4.51853 3.05283 0.2405
H 16.14473 -5.41241 3.32364 -0.0524
H 16.19944 -3.83142 1.70602 0.1786
C 17.50878 -4.58960 -6.44356 -1.0155
C 16.85974 -5.36102 -5.34522 0.6695
O 17.89438 -5.85440 -4.48500 -0.6012
H 17.69883 -5.33954 -7.21574 0.3298
H 18.49327 -4.19689 -6.16764 0.1390
H 16.96060 -3.75099 -6.86965 0.3008
H 16.18173 -6.13737 -5.71093 0.2964
H 16.21233 -4.79957 -4.65439 -0.4127
H 17.45090 -5.74974 -3.62707 0.2709
C 12.33885 -5.96902 -3.94780 -1.5568
C 13.62038 -5.51745 -3.34958 1.1581
O 14.62079 -6.55092 -3.33682 -0.6344
H 12.13044 -6.99136 -3.62567 0.3689
H 12.35515 -5.97102 -5.04450 0.3510
H 11.48534 -5.31264 -3.77607 0.3781
H 13.48785 -5.18103 -2.30900 -0.1583
H 14.02250 -4.64383 -3.87537 -0.0898
H 15.30040 -6.22522 -2.72573 -0.0342
```


No. 4
Below is a cluster of 7 separate species, C14H42O14 in total, with properties calculated with wB97M-V/def2-TZVPD.

Values from the calculation:
Multiplicity   1
ΔE to the lowest compared entry with this formula, charge and spin   46.5 kJ/mol
Frontier orbital gap   9.8 eV
Structure (SMILES)   OCCO.OCCO.OCCO.OCCO.OCCO.OCCO.OCCO
HOMO energy   -0.3540 Eh
Charge   0

The geometry in XYZ format:
```
70
Properties=species:S:1:pos:R:3:mulliken_charge:R:1
O -0.96688 0.03427 -1.06334 -0.5881
C -0.85172 -0.72292 0.13469 -0.2472
C 0.37448 -0.13493 0.90227 -0.4824
O 1.52803 -0.51952 0.21078 -0.1244
H -1.33185 0.89516 -0.76757 0.4942
H -1.74881 -0.71067 0.76316 0.0989
H -0.56976 -1.74825 -0.10101 0.0585
H 0.31938 -0.42531 1.95498 0.4414
H 0.30843 0.96310 0.92852 0.1679
H 1.42584 -0.44758 -0.75517 0.1957
O 2.01908 -0.42385 4.14823 -0.5580
C 2.89562 -0.97791 3.14231 -0.0858
C 3.62214 0.12585 2.37003 0.1418
O 4.71179 0.62238 3.14288 -0.5978
H 2.58457 -0.26176 4.91210 0.3188
H 3.63748 -1.65228 3.57124 0.3559
H 2.20649 -1.54129 2.51679 -0.0513
H 2.90198 0.88021 2.05014 0.0895
H 4.03609 -0.32753 1.47017 0.0949
H 4.35721 1.19007 3.83441 0.3337
O 2.55053 -0.55157 -2.28749 -0.4271
C 2.98468 0.81070 -2.37209 -0.5743
C 3.95138 1.20645 -1.30416 0.1477
O 5.31001 0.89408 -1.59358 -0.5686
H 2.16171 -0.83645 -3.11887 0.2472
H 3.42082 1.01844 -3.35173 0.4063
H 2.11114 1.46204 -2.28563 0.2850
H 3.62711 0.86209 -0.31850 -0.2610
H 3.89858 2.29484 -1.16832 0.3572
H 5.78233 0.83901 -0.75829 0.3373
O 3.03993 -4.99665 -1.59251 -0.5675
C 1.91731 -4.25896 -1.19847 -0.0594
C 2.05346 -3.90460 0.28578 -0.0931
O 3.24794 -3.17919 0.55765 -0.6080
H 3.85647 -4.59221 -1.28483 0.3503
H 1.80776 -3.31897 -1.75908 0.0471
H 1.00545 -4.82908 -1.38009 0.2401
H 2.04184 -4.85269 0.82416 0.4034
H 1.19513 -3.31257 0.61978 -0.0345
H 3.02147 -2.29165 0.24189 0.2830
O -1.78114 -3.63141 1.53109 -0.4597
C -2.97763 -3.74138 0.78454 -0.5044
C -2.73576 -4.39726 -0.56937 -0.2550
O -2.33012 -5.73593 -0.36193 -0.5535
H -1.42285 -4.52718 1.57787 0.3184
H -3.70306 -4.35555 1.32835 0.3710
H -3.37448 -2.74419 0.59783 0.2768
H -1.92943 -3.92377 -1.13994 0.2248
H -3.66027 -4.27291 -1.14760 0.3262
H -1.87793 -6.12969 -1.10778 0.3167
O -2.35645 5.57707 -0.42115 -0.5018
C -2.89707 6.11518 -1.62454 -0.3682
C -2.62756 5.21143 -2.80192 -0.3419
O -3.16038 3.91090 -2.72129 -0.5002
H -3.02308 5.00374 0.00692 0.2543
H -3.97041 6.31541 -1.51971 0.2600
H -2.43180 7.08311 -1.82685 0.3169
H -1.54443 5.13019 -2.96803 0.2712
H -2.99721 5.65203 -3.73370 0.3296
H -2.75268 3.43706 -1.98185 0.2584
O -2.21200 2.26942 -0.04144 -0.5320
C -3.40837 1.90871 0.65488 -0.3062
C -4.47059 2.99865 0.64476 -0.5582
O -3.93519 4.11872 1.36092 -0.6188
H -1.74183 2.95557 0.45166 0.3018
H -3.79709 0.98628 0.21501 0.2801
H -3.06538 1.64654 1.66166 0.3468
H -5.33932 2.57696 1.15464 0.4664
H -4.69796 3.21769 -0.39888 0.2865
H -4.22314 4.06431 2.27460 0.3263
```